No. 1
Molecular formula: C37H91N13O13P4
Method: DFT, ωB97M-V/def2-TZVPD

Results
* HOMO energy: -0.29315 Eh
* net charge: 0
* DFT total energy: -122992.686 eV
* SMILES string: CN(C)P(=O)(N(C)C)N(C)C.CN(C)P(=O)(N(C)C)N(C)C.CN(C)P(=O)(N(C)C)N(C)C.CN(C)P(=O)(N(C)C)N(C)C.O=C1OCCO1.O=C1OCCO1.O=C1OCCO1.CCCC#N
* gap between HOMO and LUMO: 8.036 eV

Each line ends with the Mulliken charge.
Cartesian coordinates (Å):
C  9.583  -4.351  19.999  0.5434
C  9.237  -3.904  21.417  -0.0699
O  10.473  -3.316  21.845  -0.2040
C  11.410  -3.403  20.889  0.5101
O  12.452  -2.825  20.918  -0.5181
O  10.963  -4.088  19.826  -0.1910
H  9.058  -3.881  19.168  -0.0759
H  9.393  -5.427  20.005  -0.1174
H  9.108  -4.820  21.991  -0.0126
H  8.413  -3.198  21.465  0.1883
C  14.527  -2.861  25.161  -0.2661
C  13.615  -3.280  23.990  0.7738
O  12.323  -3.198  24.528  -0.2348
C  12.333  -2.820  25.806  0.4979
O  11.378  -2.641  26.479  -0.5426
O  13.619  -2.676  26.219  -0.3830
H  15.149  -2.021  24.856  0.2718
H  15.171  -3.717  25.363  0.2625
H  13.809  -4.325  23.715  -0.6455
H  13.812  -2.815  23.024  0.1762
C  4.936  -0.824  16.909  -0.4175
C  4.035  -2.064  16.695  -0.2248
O  4.646  -2.964  17.634  -0.3311
C  5.590  -2.345  18.349  0.6233
O  6.393  -2.885  19.054  -0.4752
O  5.450  -1.021  18.217  -0.2878
H  4.402  0.124  16.856  0.3050
H  5.740  -0.774  16.172  0.2892
H  4.148  -2.421  15.675  0.2182
H  3.001  -1.862  16.965  0.3110
C  12.633  -4.825  15.544  -1.3050
C  12.481  -5.201  17.001  0.0999
C  13.535  -4.677  17.934  0.4604
C  13.951  -3.272  17.728  0.1195
N  14.338  -2.203  17.572  -0.5339
H  12.544  -3.769  15.293  0.3602
H  11.881  -5.318  14.921  0.3619
H  13.581  -5.243  15.196  0.3240
H  12.512  -6.294  17.081  0.3372
H  11.485  -4.978  17.392  -0.1389
H  14.492  -5.207  17.991  0.4450
H  13.210  -4.776  18.974  -0.4885
O  13.286  -6.885  25.654  -0.8756
P  13.435  -7.782  24.510  0.1015
N  12.923  -9.396  24.659  0.3295
C  13.561  -10.264  25.646  -0.9909
C  12.124  -10.101  23.667  -0.4988
N  15.001  -7.965  23.916  0.5514
C  15.507  -9.047  23.095  -1.1726
C  15.946  -6.910  24.223  -0.9233
N  12.530  -7.310  23.140  0.7854
C  11.076  -7.093  23.231  -0.9666
C  13.170  -6.890  21.909  -1.1054
H  14.339  -10.849  25.122  0.3413
H  12.896  -11.057  25.985  0.3663
H  14.124  -9.665  26.357  0.3091
H  12.632  -10.207  22.699  0.1892
H  11.180  -9.592  23.489  -0.2344
H  11.914  -11.131  23.956  0.4658
H  15.688  -8.614  22.104  0.3892
H  16.400  -9.428  23.594  0.3547
H  14.834  -9.885  22.925  0.2502
H  15.439  -6.010  24.572  0.0162
H  16.617  -7.180  25.046  0.3573
H  16.537  -6.646  23.341  0.3602
H  10.648  -7.205  22.241  0.0727
H  10.628  -7.747  23.979  0.6051
H  10.952  -6.097  23.673  0.1726
H  12.450  -6.454  21.218  0.2233
H  13.713  -7.693  21.398  0.2820
H  13.912  -6.118  22.146  0.2602
O  5.903  -4.737  14.298  -0.9695
P  6.493  -6.048  14.564  0.4101
N  7.089  -6.814  13.164  0.2718
C  6.316  -7.830  12.463  -0.8840
C  7.901  -6.000  12.282  -1.1505
N  5.444  -7.177  15.291  0.4581
C  5.732  -8.544  15.700  -0.8981
C  3.991  -6.915  15.221  -1.1243
N  7.810  -5.917  15.585  0.4577
C  7.634  -5.239  16.869  -0.8695
C  8.853  -6.954  15.593  -0.7431
H  6.143  -8.651  13.162  0.1919
H  6.900  -8.211  11.627  0.3649
H  5.317  -7.559  12.103  0.2762
H  8.397  -5.184  12.809  0.3444
H  7.344  -5.582  11.438  0.3634
H  8.733  -6.567  11.847  0.3713
H  6.783  -8.637  15.968  0.0753
H  5.143  -8.756  16.593  0.4017
H  5.502  -9.275  14.919  0.2832
H  3.581  -7.568  14.449  0.3082
H  3.524  -7.030  16.201  0.3646
H  3.905  -5.850  15.002  0.2873
H  6.576  -5.204  17.138  0.3713
H  8.159  -5.826  17.623  0.2282
H  8.007  -4.215  16.922  0.1698
H  9.839  -6.550  15.830  -0.0915
H  8.947  -7.236  14.544  0.3763
H  8.653  -7.839  16.200  0.3539
O  5.315  -9.956  21.802  -0.8864
P  6.735  -10.326  21.985  0.2999
N  7.414  -11.022  20.655  0.3522
C  8.836  -11.348  20.705  -0.7792
C  6.603  -11.629  19.613  -1.0761
N  6.965  -11.437  23.260  0.3471
C  8.018  -11.396  24.291  -0.9092
C  6.117  -12.617  23.281  -1.1228
N  7.775  -9.024  22.382  0.8157
C  7.360  -8.269  23.584  -1.3626
C  8.199  -8.162  21.249  -1.3033
H  9.429  -10.431  20.707  0.0792
H  9.211  -11.743  19.758  0.4119
H  9.048  -12.012  21.542  0.2562
H  6.740  -12.715  19.677  0.3570
H  6.875  -11.322  18.601  0.3256
H  5.538  -11.446  19.741  0.3697
H  8.486  -10.416  24.295  0.1445
H  7.490  -11.551  25.234  0.3096
H  8.728  -12.191  24.053  0.3713
H  6.748  -13.472  23.012  0.3677
H  5.559  -12.731  24.209  0.3519
H  5.403  -12.573  22.456  0.2852
H  6.909  -8.963  24.287  0.5147
H  8.215  -7.736  24.002  0.2852
H  6.660  -7.479  23.293  0.3608
H  8.360  -7.128  21.541  0.2777
H  7.699  -8.447  20.328  0.4866
H  9.229  -8.538  21.152  0.0698
O  10.467  1.566  18.232  -0.9350
P  10.613  1.644  19.712  0.1117
N  9.989  3.065  20.370  0.3764
C  9.262  3.927  19.450  -1.1062
C  10.244  3.629  21.681  -1.0971
N  12.165  1.532  20.317  0.4555
C  12.905  0.305  20.431  -0.7648
C  13.051  2.661  20.059  -1.0444
N  9.856  0.385  20.534  0.5629
C  8.494  0.021  20.023  -1.2370
C  10.000  0.193  21.989  -1.0990
H  8.490  3.380  18.912  0.2767
H  9.916  4.454  18.742  0.2908
H  8.816  4.816  19.907  0.3931
H  11.062  4.363  21.699  0.3424
H  10.663  2.840  22.308  0.3552
H  9.341  4.064  22.103  0.3737
H  13.453  0.016  19.524  0.5118
H  13.623  0.338  21.255  0.3624
H  12.267  -0.564  20.587  -0.2363
H  14.082  2.423  20.312  0.4354
H  13.055  2.976  19.008  0.3502
H  12.815  3.575  20.614  0.1929
H  7.925  0.952  20.000  0.4098
H  8.599  -0.481  19.067  0.2758
H  8.107  -0.685  20.752  0.3983
H  11.032  0.129  22.319  0.3404
H  9.435  -0.711  22.208  0.3500
H  9.459  0.994  22.506  0.3241

No. 2
Molecular formula: C2H4N4
Method: DFT, ωB97M-V/def2-TZVPD

Results
* HOMO energy: -0.32817 Eh
* energy relative to the best compared isomer or geometry (same formula, charge and spin): 315.8 kJ/mol
* net charge: 0
* DFT total energy: -8096.041 eV
* gap between HOMO and LUMO: 9.450 eV

Each line ends with the natural charge from an NBO analysis.
Cartesian coordinates (Å):
N  -0.415  1.763  1.024  -0.5126
C  -0.100  0.500  0.330  0.5588
N  0.290  0.508  1.551  -0.2891
N  0.706  -1.928  -0.291  -0.6913
C  0.131  -1.178  -1.147  0.2663
N  -0.318  0.110  -0.864  -0.6202
H  -1.345  1.932  1.393  0.3975
H  0.173  2.581  0.904  0.3975
H  0.947  -2.823  -0.715  0.3415
H  -0.070  -1.466  -2.185  0.1516

No. 3
Molecular formula: C42H106O11
Method: DFT, ωB97M-V/def2-TZVPD

Results
* HOMO energy: -0.34998 Eh
* energy relative to the best compared isomer or geometry (same formula, charge and spin): 34.3 kJ/mol
* net charge: 0
* DFT total energy: -67790.946 eV
* SMILES string: CC(C)O.CC(C)O.CCOCC.CCOCC.CCOCC.CCOCC.CCOCC.CCOCC.CCOCC.CCOCC.CCOCC
* gap between HOMO and LUMO: 10.095 eV

Each line ends with the Mulliken charge.
Cartesian coordinates (Å):
C  1.622  0.774  -3.564  0.3491
C  1.154  -0.027  -4.746  0.8247
C  0.802  0.722  -6.045  -1.4141
O  2.294  -0.919  -5.063  -0.4604
H  0.843  1.523  -3.345  -0.0359
H  2.549  1.320  -3.796  0.4061
H  1.849  0.140  -2.715  -0.7168
H  0.279  -0.623  -4.488  -0.2038
H  1.767  1.249  -6.224  0.3566
H  -0.015  1.430  -5.922  0.2313
H  0.646  0.111  -6.950  0.3824
H  2.028  -1.548  -5.731  0.3147
C  1.097  1.203  3.411  0.6264
C  0.889  2.035  4.705  1.1575
C  2.182  2.564  5.211  -1.6508
O  -0.050  3.078  4.564  -0.6531
H  1.843  0.423  3.579  0.2261
H  1.351  1.874  2.588  -0.4812
H  0.140  0.760  3.185  -0.1291
H  0.549  1.329  5.456  -0.3752
H  1.976  3.179  6.078  0.4598
H  2.727  3.135  4.482  0.2954
H  2.905  1.795  5.549  0.3355
H  -0.731  2.643  4.022  0.4256
C  -2.710  5.217  -3.460  -1.5219
C  -2.793  3.722  -3.306  0.8519
O  -3.485  3.208  -4.428  -0.4719
C  -3.648  1.751  -4.405  1.7005
C  -4.493  1.389  -5.600  -1.4308
H  -2.194  5.541  -4.371  0.3330
H  -3.739  5.580  -3.507  0.4238
H  -2.205  5.679  -2.582  0.3211
H  -1.807  3.235  -3.143  -0.2214
H  -3.387  3.447  -2.414  -0.0259
H  -2.675  1.322  -4.466  -0.3232
H  -4.070  1.487  -3.431  -0.5510
H  -5.175  0.570  -5.283  0.2961
H  -3.927  0.938  -6.410  0.2977
H  -5.099  2.218  -5.955  0.4150
C  -3.486  -2.130  2.630  -0.7357
C  -4.779  -1.561  2.172  -0.5692
O  -4.458  -0.792  1.029  0.4049
C  -5.620  -0.194  0.499  -0.9844
C  -5.241  0.553  -0.762  -0.4686
H  -3.532  -2.680  3.575  0.4702
H  -3.089  -2.714  1.832  0.2542
H  -2.787  -1.314  2.859  -0.2993
H  -5.595  -2.251  1.928  0.4852
H  -5.163  -0.867  2.942  0.3639
H  -6.438  -0.885  0.328  0.4363
H  -5.875  0.542  1.282  0.4118
H  -5.152  -0.053  -1.633  0.0762
H  -4.259  1.014  -0.576  -0.2395
H  -5.911  1.353  -0.910  0.5843
C  0.685  3.300  -0.239  -0.3040
C  1.880  3.472  -1.172  -0.6156
O  1.369  3.832  -2.422  -0.0697
C  2.317  4.373  -3.332  -0.4798
C  1.690  4.621  -4.712  -1.0739
H  1.096  3.104  0.774  0.0508
H  0.100  4.244  -0.272  0.4602
H  0.009  2.565  -0.592  -0.2668
H  2.504  4.275  -0.785  0.5187
H  2.483  2.532  -1.218  0.1182
H  2.632  5.395  -2.997  0.4155
H  3.174  3.688  -3.441  0.3344
H  0.881  5.290  -4.536  0.3019
H  1.339  3.675  -5.142  0.1152
H  2.491  5.041  -5.302  0.4112
C  1.785  -2.019  6.612  -0.8887
C  2.446  -2.927  5.616  -0.1442
O  1.596  -2.924  4.441  -0.2171
C  1.860  -4.027  3.576  0.0317
C  0.656  -4.406  2.800  -0.7397
H  2.375  -1.802  7.542  0.3783
H  1.586  -1.058  6.160  -0.1011
H  0.795  -2.366  6.850  0.3351
H  3.454  -2.529  5.386  0.1113
H  2.617  -3.899  6.104  0.3587
H  2.750  -3.788  2.938  -0.0837
H  2.173  -4.932  4.139  0.3905
H  0.154  -3.490  2.424  -0.1922
H  -0.062  -4.841  3.484  0.4202
H  0.944  -5.094  1.982  0.3514
C  -4.477  -3.533  -1.045  -0.8743
C  -5.385  -3.222  -2.207  -0.7261
O  -4.800  -2.486  -3.237  -0.2914
C  -3.813  -3.195  -4.004  -0.3310
C  -3.348  -2.238  -5.055  -0.6774
H  -4.991  -4.044  -0.259  0.5038
H  -3.614  -4.138  -1.325  0.4475
H  -4.080  -2.626  -0.587  -0.0994
H  -5.787  -4.145  -2.613  0.4721
H  -6.261  -2.681  -1.865  0.3515
H  -2.968  -3.493  -3.325  0.1564
H  -4.266  -4.106  -4.401  0.4936
H  -4.113  -1.978  -5.794  0.3359
H  -2.409  -2.575  -5.510  0.3635
H  -3.136  -1.350  -4.436  -0.1141
C  -2.128  2.535  1.402  -0.7678
C  -3.005  1.831  2.377  0.4994
O  -2.263  1.787  3.600  -0.3348
C  -3.000  1.143  4.652  0.0024
C  -2.396  1.417  5.980  -1.3382
H  -1.811  3.556  1.684  0.5890
H  -1.238  1.919  1.288  -0.3303
H  -2.681  2.530  0.483  0.3711
H  -3.989  2.343  2.565  0.4647
H  -3.193  0.806  2.048  -0.7594
H  -4.039  1.456  4.693  0.3603
H  -2.984  0.061  4.551  0.0874
H  -3.005  0.960  6.753  0.4855
H  -2.299  2.451  6.223  0.3815
H  -1.356  0.961  5.997  0.0285
C  4.710  2.197  1.804  -1.0499
C  4.902  0.723  1.919  0.7294
O  5.902  0.498  2.925  -0.4606
C  6.075  -0.884  3.151  0.4087
C  7.127  -1.093  4.209  -1.4449
H  5.648  2.661  1.490  0.4538
H  3.963  2.439  1.075  0.0155
H  4.483  2.641  2.800  0.1745
H  4.021  0.194  2.262  -0.2151
H  5.232  0.229  1.013  0.2175
H  5.122  -1.265  3.518  -0.0386
H  6.320  -1.408  2.191  0.1563
H  6.731  -0.529  5.065  0.3357
H  8.061  -0.596  3.895  0.3518
H  7.357  -2.147  4.371  0.3759
C  5.198  -1.895  -3.674  -1.4756
C  4.243  -2.128  -2.483  0.9103
O  4.275  -3.528  -2.202  -0.4577
C  3.508  -3.853  -1.069  -0.4847
C  4.196  -3.663  0.250  0.0761
H  6.221  -2.150  -3.422  0.4575
H  4.906  -2.569  -4.447  0.3368
H  5.120  -0.831  -3.987  0.2806
H  4.679  -1.557  -1.623  -0.2418
H  3.225  -1.770  -2.699  -0.0421
H  2.524  -3.378  -1.068  0.1122
H  3.285  -4.927  -1.073  0.4204
H  3.416  -3.929  0.972  -0.2400
H  4.574  -2.632  0.354  -0.1376
H  5.072  -4.328  0.354  0.4555
C  -1.966  -0.345  -2.224  1.1553
C  -1.584  -0.764  -0.838  -0.5807
O  -0.174  -0.600  -0.771  0.2672
C  0.315  -1.119  0.448  0.4216
C  1.766  -0.793  0.550  -0.0257
H  -1.249  -0.875  -2.896  -0.1918
H  -2.983  -0.590  -2.445  -0.3292
H  -1.725  0.747  -2.390  -0.6012
H  -2.020  -0.141  -0.053  -0.2320
H  -1.800  -1.782  -0.649  0.3153
H  -0.203  -0.628  1.287  -0.3965
H  0.166  -2.185  0.564  0.4329
H  2.203  -1.076  1.516  0.0875
H  2.009  0.220  0.294  -0.1540
H  2.306  -1.338  -0.235  -0.3796

Q: Among the records above, which one has the highest DFT total energy?
A: C2H4N4